No. 1
The following is a quantum chemistry calculation of C40H43CsN8O3S2Si as an isolated structure at a distorted geometry, from the OMol25 dataset.

XYZ file:
```
98
Properties=species:S:1:pos:R:3:forces:R:3:lowdin_charge:R:1
Cs 2.226 0.433 0.418 -0.05 -0.25 -0.06 0.90
N -0.789 5.288 0.421 -1.27 -1.33 0.16 0.08
C -1.467 4.541 -0.531 -0.07 -0.40 2.07 -0.18
N -1.343 4.613 -1.784 1.14 0.70 -0.68 0.14
C -0.326 5.522 -2.245 -2.12 -0.75 -0.96 -0.29
N 0.037 5.404 -3.475 1.27 -0.23 0.42 0.05
N -0.224 4.164 -4.105 -0.35 1.08 0.26 0.02
C 0.568 3.241 -3.765 0.67 -0.72 0.15 -0.12
C 0.506 1.857 -4.328 -1.58 2.29 0.61 -0.28
C -0.731 1.491 -4.871 0.83 0.45 0.42 -0.03
C -0.703 0.237 -5.384 -1.33 -2.33 -0.71 -0.11
C 0.388 -0.629 -5.265 1.15 1.37 0.20 -0.05
C 1.555 -0.116 -4.654 -2.98 -0.44 -0.62 -0.11
N 1.571 1.108 -4.166 0.82 0.41 0.06 0.12
C 0.112 6.580 -1.320 0.39 1.23 -0.44 -0.08
C 0.853 7.728 -1.724 0.15 -0.59 2.71 -0.03
C 1.572 8.548 -0.852 -1.29 -1.10 1.08 -0.08
C 1.503 8.206 0.542 0.72 0.91 -1.07 -0.10
C 0.727 7.151 0.902 -0.58 -1.28 2.23 -0.05
C -0.072 6.372 0.051 1.61 -0.02 -1.46 -0.21
H -0.716 4.748 1.309 0.47 0.76 0.15 0.00
H -2.093 3.774 -0.039 0.20 0.54 -0.62 0.11
H 1.362 3.362 -3.030 0.11 0.35 0.10 0.12
H -1.612 2.160 -4.794 0.85 -0.57 -0.31 0.12
H -1.614 -0.188 -5.807 0.08 0.08 -0.04 0.10
H 0.387 -1.646 -5.622 -0.22 -0.08 -0.05 0.10
H 2.350 -0.761 -4.477 1.72 -0.85 0.31 0.07
H 0.866 7.929 -2.720 0.22 0.46 -2.87 0.07
H 2.109 9.412 -1.204 0.13 0.08 -0.09 0.08
H 2.081 8.747 1.329 -0.46 -0.50 -0.87 0.11
H 0.775 6.744 1.927 -0.15 0.62 -0.30 0.12
O 4.462 -1.210 -0.476 -0.60 -0.01 -1.45 -0.30
C 4.374 -1.492 -1.747 1.13 1.00 0.58 -0.45
C 5.111 -0.702 -2.739 0.00 -1.30 0.71 -0.04
C 5.265 -1.229 -4.010 -0.67 -0.60 0.55 -0.15
C 4.653 -2.437 -4.400 0.38 0.00 -0.02 -0.17
C 3.853 -3.162 -3.512 0.26 1.94 0.27 -0.07
C 3.630 -2.623 -2.235 -0.36 -0.57 0.08 -0.16
C 2.811 -3.301 -1.188 1.45 -0.10 0.77 -0.15
N 1.582 -3.551 -1.231 -0.82 -0.42 -0.42 0.04
N 0.987 -4.169 -0.082 0.89 0.52 -1.72 0.02
C 0.786 -3.294 0.851 -0.01 1.36 1.35 -0.57
O 1.172 -2.068 0.983 -0.76 -1.29 -0.48 -0.30
C -0.053 -3.889 1.954 1.00 1.49 -0.85 -0.16
C 0.321 -5.156 2.375 -0.33 0.29 -0.40 -0.05
C -0.375 -5.691 3.417 -1.37 -0.67 1.53 -0.10
C -1.417 -4.970 4.056 0.90 0.73 -1.35 -0.10
C -1.749 -3.697 3.600 0.32 -0.17 -1.03 -0.09
C -1.065 -3.129 2.517 0.26 -2.36 1.55 -0.02
H 5.763 0.109 -2.368 -0.66 -0.30 -0.27 0.10
H 5.916 -0.753 -4.707 0.40 0.44 -0.50 0.07
H 4.905 -2.856 -5.368 -0.14 0.05 -0.07 0.07
H 3.408 -4.070 -3.861 -0.37 -0.47 0.18 0.09
H 3.386 -3.535 -0.270 -0.28 0.11 -0.22 0.13
H 1.098 -5.629 1.772 -0.23 -0.15 0.50 0.11
H -0.244 -6.713 3.779 0.38 0.21 -0.15 0.09
H -1.945 -5.389 4.864 -0.56 -0.61 0.86 0.07
H -2.587 -3.103 3.902 -0.43 -0.12 0.93 0.08
H -1.364 -2.164 2.246 0.11 1.27 -0.89 0.08
C -1.750 -0.322 5.945 0.01 -0.02 0.48 -0.21
Si -1.020 1.281 5.295 0.79 -1.09 -1.29 0.52
C 0.908 1.016 5.388 -1.09 0.64 1.18 -0.18
C -1.703 2.639 6.401 -0.48 0.34 -0.84 -0.19
C -1.642 1.231 3.489 -0.11 0.59 0.19 -0.24
C -2.640 0.305 3.129 1.06 -0.02 0.06 -0.11
C -3.055 0.248 1.810 0.08 -0.04 1.15 -0.10
C -2.448 1.120 0.962 -1.60 -0.54 -2.32 -0.22
N -1.555 2.024 1.203 1.40 0.98 1.14 0.01
C -1.134 2.135 2.477 -0.08 -0.43 1.00 -0.76
S 0.034 3.386 2.883 -0.38 -0.38 0.06 0.49
H -1.392 -0.389 6.986 -0.37 -0.32 -0.17 0.03
H -1.357 -1.172 5.374 0.00 0.10 0.17 0.02
H -2.854 -0.364 5.896 0.48 0.07 0.30 0.03
H 1.135 1.258 6.446 0.05 -0.60 -0.11 0.02
H 1.410 1.831 4.892 0.19 -0.02 -0.74 -0.03
H 1.283 0.015 5.118 -0.28 0.52 0.04 0.04
H -1.317 3.626 6.117 -0.08 -0.21 0.16 0.02
H -1.515 2.434 7.447 0.14 -0.02 0.26 0.01
H -2.806 2.647 6.244 0.62 0.03 0.12 0.04
H -3.006 -0.485 3.791 0.09 0.61 0.15 0.08
H -3.812 -0.439 1.507 -0.30 -0.32 -0.41 0.09
H -2.785 1.118 -0.066 -0.05 -0.16 -0.42 0.10
C -2.376 -5.690 -0.776 1.31 2.07 -1.08 -0.11
C -1.476 -5.465 -2.041 -0.85 -0.66 0.68 -0.39
S -1.974 -4.000 -2.927 2.49 0.04 0.14 0.86
O -3.416 -4.091 -3.160 -1.96 0.15 -0.06 -0.55
C -1.620 -2.827 -1.579 -0.25 0.73 -0.52 -0.38
C -1.453 -1.461 -2.216 -0.73 0.44 0.08 -0.15
H -2.134 -6.607 -0.328 -0.19 -1.59 0.43 0.04
H -3.413 -5.492 -1.013 -0.29 -0.44 0.05 0.06
H -2.038 -4.950 -0.040 -0.22 -0.01 -0.07 0.05
H -1.530 -6.298 -2.771 0.07 0.37 0.44 0.08
H -0.458 -5.264 -1.718 0.30 -0.19 -0.09 0.05
H -0.722 -3.058 -0.995 -0.43 -0.46 -0.24 0.05
H -2.529 -2.771 -0.993 -0.14 -0.43 0.44 0.09
H -0.485 -1.356 -2.704 -0.14 0.12 -0.09 0.06
H -1.591 -0.704 -1.443 0.47 0.13 0.14 0.06
H -2.302 -1.255 -2.889 0.48 -0.14 -0.24 0.07
```
Forces are in eV/Å.

The total charge is -2.


No. 2
The following is a quantum chemistry calculation of C40H43FFeN10O7S as an isolated structure, from the OMol25 dataset.

XYZ file:
```
103
Properties=species:S:1:pos:R:3:forces:R:3:lowdin_charge:R:1
Fe 0.652 0.846 -1.170 0.53 -0.51 0.52 0.33
S 1.357 -1.119 -2.242 -0.04 0.00 0.26 0.72
C 2.809 -0.370 -2.807 -0.05 0.02 -0.21 -0.76
N 3.920 -0.947 -3.123 -0.01 0.03 0.08 0.04
N 3.950 -2.278 -2.914 -0.01 0.03 0.00 -0.03
C 5.158 -2.952 -2.936 -0.01 -0.03 -0.02 -0.25
C 5.177 -4.310 -2.605 0.00 0.00 0.02 -0.05
C 6.365 -5.019 -2.626 0.00 0.00 -0.01 -0.11
C 7.555 -4.398 -2.984 0.00 0.00 0.00 -0.13
C 7.530 -3.051 -3.321 0.00 0.01 0.00 -0.11
C 6.351 -2.324 -3.300 0.00 0.00 -0.02 -0.04
N 2.857 1.015 -3.066 0.09 0.10 0.05 0.06
N 1.949 1.711 -2.582 -0.49 -0.01 -0.30 0.00
C 2.058 3.101 -2.957 0.14 0.05 0.13 -0.23
C 1.147 3.996 -2.420 -0.03 -0.05 -0.06 -0.03
C 1.233 5.343 -2.738 0.02 0.02 0.00 -0.07
C 2.217 5.796 -3.604 -0.01 0.02 0.01 -0.10
C 3.115 4.891 -4.155 0.02 -0.03 -0.01 -0.09
C 3.043 3.546 -3.835 0.01 0.04 0.05 -0.02
H 3.166 -2.667 -2.395 0.01 -0.03 -0.01 0.06
H 4.250 -4.802 -2.333 0.00 0.00 0.01 0.10
H 6.358 -6.071 -2.364 0.00 0.00 0.00 0.09
H 8.483 -4.953 -2.998 0.00 0.00 -0.01 0.09
H 8.448 -2.550 -3.602 0.00 0.00 0.00 0.10
H 6.334 -1.275 -3.555 -0.01 0.00 0.01 0.10
H 0.365 3.622 -1.777 -0.01 0.01 -0.02 0.09
H 0.517 6.038 -2.318 -0.01 -0.01 0.00 0.10
H 2.280 6.847 -3.858 -0.01 0.00 0.00 0.09
H 3.879 5.237 -4.841 0.00 0.00 0.00 0.10
H 3.740 2.837 -4.256 0.00 -0.01 0.00 0.10
C -5.208 -3.225 1.719 0.01 -0.02 0.02 -0.06
C -5.155 -1.707 1.810 0.00 0.02 0.02 -0.20
N -3.825 -1.179 1.532 -0.01 0.05 0.04 -0.04
C -3.529 -0.789 0.255 0.01 0.04 -0.02 0.04
C -2.326 -0.356 -0.183 -0.07 0.08 0.01 0.00
C -2.241 0.124 -1.636 -0.01 0.03 0.06 -0.60
O -3.236 -0.105 -2.330 0.00 0.02 0.01 0.01
O -1.198 0.743 -1.962 0.15 0.02 -0.30 -0.06
C -1.229 -0.348 0.739 0.05 -0.06 0.00 -0.26
O -0.044 -0.161 0.465 -0.07 0.22 -0.08 -0.01
C -1.580 -0.627 2.145 0.05 -0.11 0.01 -0.03
C -0.602 -0.449 3.118 -0.02 -0.04 -0.03 0.10
C -0.878 -0.744 4.424 -0.03 0.09 0.03 -0.19
F 0.061 -0.498 5.371 0.01 -0.01 -0.01 0.06
C -2.107 -1.285 4.805 0.03 -0.11 -0.01 -0.15
C -3.085 -1.455 3.839 0.03 -0.03 -0.02 0.05
C -2.856 -1.083 2.507 0.00 -0.04 -0.03 -0.12
N -2.396 -1.713 6.137 -0.08 0.12 0.00 -0.12
C -3.525 -1.090 6.813 0.05 0.06 0.06 -0.12
C -4.222 -2.176 7.659 0.02 -0.02 0.01 -0.07
N -3.232 -3.295 7.810 0.02 0.02 -0.07 0.04
C -1.911 -2.751 8.267 -0.02 -0.02 -0.01 -0.07
C -1.315 -1.958 7.081 0.00 -0.05 0.00 -0.13
H -6.210 -3.588 1.948 0.00 0.00 0.00 0.08
H -4.504 -3.687 2.414 0.00 0.00 0.00 0.07
H -4.946 -3.554 0.714 0.00 0.01 0.00 0.09
H -5.476 -1.356 2.792 -0.01 0.02 -0.01 0.11
H -5.833 -1.256 1.089 0.00 -0.03 -0.02 0.13
H -4.336 -0.829 -0.468 0.00 -0.02 0.00 0.14
H 0.368 -0.071 2.817 0.00 0.00 0.01 0.15
H -4.019 -1.918 4.127 0.00 0.00 0.01 0.10
H -4.220 -0.679 6.087 0.00 -0.01 -0.01 0.13
H -3.195 -0.265 7.457 -0.01 0.00 0.00 0.14
H -5.105 -2.592 7.176 0.01 0.02 -0.03 0.13
H -4.484 -1.829 8.656 -0.03 -0.02 0.00 0.13
H -3.075 -3.650 6.860 -0.02 -0.06 0.02 0.18
H -3.582 -4.044 8.404 0.00 0.05 0.06 0.18
H -1.281 -3.582 8.574 0.02 0.01 -0.02 0.14
H -2.113 -2.122 9.131 0.00 -0.02 0.01 0.13
H -0.536 -2.536 6.590 -0.01 0.00 -0.01 0.14
H -0.862 -1.041 7.468 0.01 -0.01 0.00 0.13
O 2.293 1.048 -0.037 -0.07 -0.02 -0.06 -0.16
N 2.258 2.036 0.751 0.02 -0.02 0.04 0.02
N 1.174 2.714 0.708 -0.02 -0.03 -0.05 -0.19
O 0.165 2.420 -0.095 -0.09 0.13 0.09 -0.18
C 1.052 3.868 1.534 0.01 0.01 0.00 -0.17
C -0.063 4.676 1.363 0.00 -0.02 0.01 -0.01
C -0.198 5.816 2.142 0.00 0.00 0.01 -0.09
C 0.764 6.146 3.084 -0.01 0.00 0.00 -0.11
C 1.869 5.320 3.250 0.01 -0.01 0.00 -0.09
C 2.022 4.178 2.483 0.00 0.02 0.01 -0.02
H -0.797 4.400 0.620 0.00 0.00 -0.01 0.11
H -1.062 6.453 2.002 0.00 0.00 0.00 0.10
H 0.659 7.043 3.681 -0.01 -0.01 0.01 0.10
H 2.627 5.569 3.983 0.00 0.01 0.00 0.10
H 2.882 3.537 2.600 0.00 0.00 -0.01 0.10
O -1.396 2.206 -6.255 0.00 0.01 0.00 0.10
C -0.622 1.684 -5.287 0.08 -0.09 0.03 -0.47
O -0.303 2.293 -4.307 -0.15 0.13 -0.24 0.12
C -0.217 0.239 -5.542 -0.01 0.03 0.04 -0.24
N -0.317 -0.099 -6.973 -0.01 0.00 -0.04 -0.03
C -0.819 -1.484 -7.116 0.03 -0.01 0.01 -0.19
C -0.995 -2.003 -5.687 0.00 -0.02 0.00 -0.16
C -1.185 -0.733 -4.866 -0.03 0.01 0.01 -0.14
H 0.787 0.101 -5.130 0.00 -0.02 -0.02 0.14
H 0.568 0.024 -7.444 0.01 0.00 0.02 0.12
H -1.393 1.522 -6.959 0.00 0.01 0.00 0.09
H -0.120 -2.090 -7.695 -0.02 -0.01 -0.01 0.11
H -1.771 -1.478 -7.652 -0.01 0.02 0.01 0.10
H -0.092 -2.521 -5.354 0.01 0.02 0.00 0.11
H -1.834 -2.693 -5.597 0.01 -0.01 0.00 0.11
H -0.943 -0.843 -3.815 0.00 -0.01 0.01 0.06
H -2.211 -0.362 -4.929 0.00 0.01 -0.03 0.13
```
Forces are in eV/Å.


Calculated energy relative to the best compared isomer or geometry (same formula, charge and spin) (kcal/mol), listed in the same order as above: 29.8, 0.0
Calculated frontier orbital gap (eV), listed in the same order as above: 5.838, 3.636
Calculated E_LUMO (eV), listed in the same order as above: 3.69, -1.95